Record 1
This record from the OMol25 dataset describes a 4-piece molecular cluster, H8O4 overall. The level of theory is ωB97M-V/def2-TZVPD.

```
12
Properties=species:S:1:pos:R:3:lowdin_charge:R:1
O 2.28646 1.98529 1.48371 -0.0367
H 2.49329 1.97389 0.54920 0.0434
H 2.24252 2.91470 1.70847 0.0515
O 0.48925 0.11190 0.22217 -0.0353
H 0.21050 -0.35624 1.00917 0.0598
H 0.92229 0.89925 0.55201 0.0024
O -2.25139 -1.73357 0.20725 -0.0660
H -3.11865 -1.34409 0.31857 0.0292
H -1.94976 -1.40921 -0.64130 -0.0305
O -0.79890 -0.96620 -1.95324 -0.0550
H -0.13064 -1.59722 -2.22057 0.0550
H -0.39501 -0.47855 -1.23539 -0.0176
```

The HOMO energy comes out at -0.397 hartree. The calculation puts the frontier orbital gap at 11.249 eV. As for the total energy: -305.756201 Ha. For the relative energy (zero: lowest compared OMol25 entry of this formula, charge and spin), the calculation gives 14.4 kcal/mol. For the molar mass, the calculation gives 72.06 Da.

Record 2
This record from the OMol25 dataset describes a 4-piece molecular cluster, H8O4 overall. The level of theory is ωB97M-V/def2-TZVPD.

```
12
Properties=species:S:1:pos:R:3:lowdin_charge:R:1
O 2.02028 0.88015 0.01056 -0.0531
H 2.67488 0.99049 0.70017 0.0287
H 1.18054 0.91940 0.46829 0.0271
O 2.24739 2.65434 -4.07843 -0.0536
H 2.12930 2.25492 -3.21660 0.0229
H 3.03647 3.18877 -3.98917 0.0270
O -2.49566 0.37674 1.82080 -0.0555
H -3.06601 0.95996 2.32159 0.0295
H -3.06799 -0.33859 1.54335 0.0269
O -1.63999 -4.28629 1.27343 -0.0526
H -1.25934 -3.47514 0.93671 0.0255
H -1.75987 -4.12476 2.20926 0.0271
```

The HOMO energy comes out at -0.416 hartree. The calculation puts the frontier orbital gap at 11.711 eV. As for the total energy: -305.738403 Ha. For the relative energy (zero: lowest compared OMol25 entry of this formula, charge and spin), the calculation gives 25.6 kcal/mol. For the molar mass, the calculation gives 72.06 Da.

Record 3
This record from the OMol25 dataset describes a 4-piece molecular cluster, H8O4 overall. The level of theory is ωB97M-V/def2-TZVPD.

```
12
Properties=species:S:1:pos:R:3:lowdin_charge:R:1
O -0.67685 -1.24402 -0.09837 -0.0554
H 0.21323 -1.39302 -0.41743 0.0261
H -1.19580 -1.94036 -0.50095 0.0294
O 1.35445 1.77333 3.05595 -0.0529
H 1.09855 1.33523 2.24429 0.0245
H 0.73892 1.44394 3.71082 0.0280
O -4.22046 1.71043 -0.41547 -0.0535
H -3.45499 1.32602 0.01173 0.0251
H -4.96244 1.21351 -0.07086 0.0270
O 3.44965 -1.50483 -2.22431 -0.0555
H 4.40477 -1.47192 -2.17055 0.0293
H 3.25099 -1.24832 -3.12485 0.0280
```

The HOMO energy comes out at -0.421 hartree. The calculation puts the frontier orbital gap at 11.992 eV. As for the total energy: -305.738545 Ha. For the relative energy (zero: lowest compared OMol25 entry of this formula, charge and spin), the calculation gives 25.5 kcal/mol. For the molar mass, the calculation gives 72.06 Da.

Record 4
This record from the OMol25 dataset describes a 4-piece molecular cluster, H8O4 overall. The level of theory is ωB97M-V/def2-TZVPD.

```
12
Properties=species:S:1:pos:R:3:lowdin_charge:R:1
O 0.38060 -0.01114 -0.13482 -0.0493
H 0.96578 0.26743 -0.84487 0.0549
H 0.20196 0.80201 0.35168 0.0268
O 1.40004 2.57087 0.71709 -0.0478
H 2.23589 2.13388 0.90520 0.0489
H 1.61453 3.50259 0.62083 0.0483
O -2.47738 -0.68783 -1.64564 -0.0614
H -2.67826 -0.12219 -0.89570 0.0263
H -1.59843 -1.02567 -1.44648 0.0077
O 0.09935 -2.84156 0.69748 -0.0672
H -0.52471 -2.57774 1.37791 0.0292
H 0.38064 -2.01064 0.29731 -0.0164
```

The HOMO energy comes out at -0.403 hartree. The calculation puts the frontier orbital gap at 11.192 eV. As for the total energy: -305.751036 Ha. For the relative energy (zero: lowest compared OMol25 entry of this formula, charge and spin), the calculation gives 17.7 kcal/mol. For the molar mass, the calculation gives 72.06 Da.

Record 5
This record from the OMol25 dataset describes H8O4 as an isolated structure. The level of theory is ωB97M-V/def2-TZVPD.

```
12
Properties=species:S:1:pos:R:3:lowdin_charge:R:1
O -1.17789 0.64258 1.18706 -0.0609
H -1.38025 0.34599 0.29975 -0.2120
H -1.15448 -0.15962 1.70875 0.0384
O 1.86331 0.43277 0.16209 0.1521
H 2.70365 0.22693 0.57159 0.1246
H 1.37770 0.90781 0.83645 0.1067
O 0.89871 -0.89501 -0.82432 -0.0891
H 1.24161 -0.33780 -0.12563 -0.3219
H -0.04300 -0.72356 -0.82767 -0.1262
O -1.26125 -0.28590 -0.67963 0.0898
H -0.91589 0.32086 -1.33445 0.1469
H -2.15222 -0.47504 -0.97399 0.1515
```

The HOMO energy comes out at -0.319 hartree. The calculation puts the frontier orbital gap at 8.988 eV. As for the total energy: -305.527938 Ha. For the relative energy (zero: lowest compared OMol25 entry of this formula, charge and spin), the calculation gives 157.7 kcal/mol. For the molar mass, the calculation gives 72.06 Da.

Record 6
This record from the OMol25 dataset describes a 4-piece molecular cluster, H8O4 overall. The level of theory is ωB97M-V/def2-TZVPD.

```
12
Properties=species:S:1:pos:R:3:lowdin_charge:R:1
O -2.11925 0.22117 -1.04050 -0.0770
H -1.85325 1.13517 -1.26450 0.0399
H -1.31125 -0.28783 -1.11550 -0.0392
O 1.53975 1.54317 -0.20450 -0.0491
H 0.77675 2.02217 0.15450 0.0661
H 1.95175 1.01217 0.49050 0.0574
O -0.14925 -0.68883 2.20150 -0.0431
H -0.45725 -1.52383 2.54250 0.0325
H 0.04175 -0.75083 1.28450 -0.0407
O 0.29075 -0.92283 -0.70550 -0.0665
H 0.86875 -0.18083 -0.92050 0.0256
H 0.42075 -1.57883 -1.42250 0.0941
```

The HOMO energy comes out at -0.399 hartree. The calculation puts the frontier orbital gap at 11.201 eV. As for the total energy: -305.750516 Ha. For the relative energy (zero: lowest compared OMol25 entry of this formula, charge and spin), the calculation gives 18.0 kcal/mol. For the molar mass, the calculation gives 72.06 Da.

Record 7
This record from the OMol25 dataset describes a 4-piece molecular cluster, H8O4 overall. The level of theory is ωB97M-V/def2-TZVPD.

```
12
Properties=species:S:1:pos:R:3:lowdin_charge:R:1
O -5.64862 2.60971 1.59048 -0.0543
H -5.97860 2.73437 0.70064 0.0269
H -4.75295 2.29346 1.47219 0.0269
O 2.77066 -1.53416 -2.17907 -0.0535
H 2.99880 -2.27314 -2.74309 0.0295
H 3.35893 -0.83123 -2.45481 0.0284
O 2.88825 -2.75433 1.96783 -0.0529
H 2.55698 -2.78298 1.07024 0.0222
H 3.80260 -2.48590 1.87773 0.0266
O -0.99978 1.59356 -0.24927 -0.0542
H -0.55435 1.06696 -0.91299 0.0269
H -0.44197 2.36370 -0.13986 0.0275
```

The HOMO energy comes out at -0.418 hartree. The calculation puts the frontier orbital gap at 11.788 eV. As for the total energy: -305.737625 Ha. For the relative energy (zero: lowest compared OMol25 entry of this formula, charge and spin), the calculation gives 26.1 kcal/mol. For the molar mass, the calculation gives 72.06 Da.

Record 8
This record from the OMol25 dataset describes a 4-piece molecular cluster, H8O4 overall. The level of theory is ωB97M-V/def2-TZVPD.

```
12
Properties=species:S:1:pos:R:3:lowdin_charge:R:1
H -2.30785 0.16545 0.90640 0.0922
H -1.38623 -0.79682 0.01203 0.0097
H -0.73547 1.24051 -0.11636 0.0155
H -0.02696 2.47623 -0.75146 0.0648
H 1.36935 0.71359 -0.03592 0.0156
H 2.45062 -0.00601 0.84360 0.0798
H 0.73331 -1.29261 -0.07158 0.0048
H -0.08309 -2.46716 -0.76534 0.0898
O -1.96630 0.01668 -0.02515 -0.1079
O 0.02816 1.87568 0.01170 -0.0903
O 1.98766 -0.06685 -0.02612 -0.0919
O -0.06322 -1.85869 0.01820 -0.0819
```

The HOMO energy comes out at -0.421 hartree. The calculation puts the frontier orbital gap at 12.313 eV. As for the total energy: -305.773700 Ha. For the relative energy (zero: lowest compared OMol25 entry of this formula, charge and spin), the calculation gives 3.5 kcal/mol. For the molar mass, the calculation gives 72.06 Da.

Record 9
This record from the OMol25 dataset describes a 4-piece molecular cluster, H8O4 overall. The level of theory is ωB97M-V/def2-TZVPD.

```
12
Properties=species:S:1:pos:R:3:lowdin_charge:R:1
O 1.27428 -0.26663 0.18050 -0.0081
H 1.05411 0.44307 0.78387 0.1092
H 1.50455 -1.00182 0.74857 0.1254
O -2.96261 0.20985 1.25135 -0.0927
H -2.13477 -0.17273 0.96063 -0.0531
H -3.09587 0.96114 0.67339 0.0166
O -0.94322 0.32574 0.24530 -0.0492
H -0.26735 -0.15721 -0.23029 0.0348
H -0.90579 1.21082 -0.11727 0.0907
O 2.32497 -0.27016 -1.75138 -0.0784
H 2.45409 -1.21640 -1.68673 0.0243
H 1.69765 -0.06562 -1.05792 -0.1194
```

The HOMO energy comes out at -0.381 hartree. The calculation puts the frontier orbital gap at 10.391 eV. As for the total energy: -305.666436 Ha. For the relative energy (zero: lowest compared OMol25 entry of this formula, charge and spin), the calculation gives 70.8 kcal/mol. For the molar mass, the calculation gives 72.06 Da.

Record 10
This record from the OMol25 dataset describes a 4-piece molecular cluster, H8O4 overall. The level of theory is ωB97M-V/def2-TZVPD.

```
12
Properties=species:S:1:pos:R:3:lowdin_charge:R:1
O -0.08319 -2.01817 -2.16777 0.0492
H 0.40489 -1.21369 -2.34335 0.0301
H -0.08574 -2.48458 -3.00364 0.0739
O -0.61268 0.47342 2.98229 -0.0214
H -1.49036 0.28665 3.31548 0.0659
H -0.33349 1.25170 3.46454 0.0687
O 1.55869 1.05437 -1.48474 0.3134
H 1.83698 1.92614 -1.20403 0.1310
H 0.91377 0.78601 -0.83029 0.0342
O -0.39325 0.17817 0.29296 0.1237
H -0.81328 0.24591 1.15040 0.0430
H -0.90232 -0.48594 -0.17185 0.0882
```

The total charge is +1. The HOMO energy (alpha / beta) comes out at -0.592 / -0.574 hartree. Its expectation value of S² is 0.7564. The calculation puts the frontier orbital gap (alpha / beta) at 12.540 / 4.058 eV. The multiplicity is 2. As for the total energy: -305.341357 Ha. For the relative energy (zero: lowest compared OMol25 entry of this formula, charge and spin), the calculation gives 16.4 kcal/mol. For the molar mass, the calculation gives 72.06 Da.